# 1
Below is a structure of composition C19H13Cl5N3O6SeZn, with properties calculated with ωB97M-V with the def2-TZVPD basis set.

Each line ends with the natural charge from an NBO analysis.
Geometry (Å):
1 Zn 1.1691 -1.3953 0.2427  1.604
2 O -0.2539 -2.8343 -3.3314  -0.740
3 C 0.2167 -1.8048 -2.5096  0.738
4 O -0.1065 -2.0157 -1.2782  -0.922
5 C 1.7551 -1.6009 -2.6473  -0.137
6 O 2.0966 -0.5224 -1.8276  -0.573
7 C 1.4559 0.7384 -2.0975  -0.201
8 C 0.0968 0.6529 -2.7947  0.777
9 O -0.3918 1.7135 -3.1418  -0.621
10 O -0.4825 -0.5430 -3.0503  -0.551
11 H -1.0977 -2.6017 -3.7231  0.485
12 H 2.1320 -1.4211 -3.6864  0.177
13 H 2.1889 -2.4934 -2.1612  0.213
14 H 2.0630 1.3025 -2.8459  0.202
15 H 1.4014 1.3240 -1.1728  0.258
16 Cl 4.4635 -1.4233 0.1563  0.007
17 C 3.7378 -2.7992 0.9425  -0.057
18 C 2.3724 -2.8166 1.1441  -0.540
19 C 1.8215 -3.9152 1.7608  -0.061
20 Cl 0.1026 -4.0169 1.9532  0.022
21 C 2.5824 -4.9833 2.2047  -0.087
22 Cl 1.8584 -6.4146 2.9080  0.029
23 C 3.9226 -4.9592 1.8367  -0.059
24 Cl 4.9624 -6.3240 2.1791  0.013
25 C 4.5396 -3.8419 1.2822  -0.100
26 Cl 6.2525 -3.7858 0.9705  0.029
27 O -0.7735 1.1416 2.5950  -0.623
28 C -0.0832 0.7291 1.7227  0.779
29 N 0.6853 0.3455 0.8981  -1.047
30 C -3.6036 0.8562 -0.5546  -0.406
31 N -3.6445 2.1150 0.2055  -0.389
32 C -4.6126 2.5274 1.0580  0.277
33 Se -6.2189 1.7170 1.3645  -0.340
34 N -4.1316 3.5286 1.7999  -0.556
35 C -2.8236 3.7929 1.4733  0.097
36 C -1.8060 4.5278 1.9714  -0.239
37 C -0.5015 4.4285 1.5192  -0.207
38 C -0.1530 3.5911 0.4158  -0.193
39 C -1.2012 2.8526 -0.1225  -0.252
40 C -2.4591 2.8529 0.4892  0.205
41 H -4.6266 0.6612 -0.9626  0.234
42 H -3.2402 0.0657 0.0511  0.223
43 H -3.0257 1.0332 -1.4283  0.220
44 H -4.7095 3.7802 2.6187  0.441
45 H -1.9908 5.2279 2.7583  0.206
46 H 0.2398 5.1720 1.8387  0.208
47 H 0.8071 3.6040 -0.0441  0.216
48 H -0.9859 2.2309 -0.9801  0.242

Values from the calculation:
Electronic energy, hartree: -7829.440278
Multiplicity: 1
Max |F|, eV/A: 3.0
Relative energy (zero: lowest compared OMol25 entry of this formula, charge and spin), kcal/mol: 18.8
Charge: -1

# 2
Below is a structure of composition C10H33IN2O9PS2, with properties calculated with ωB97M-V with the def2-TZVPD basis set.

Each line ends with the natural charge from an NBO analysis.
Geometry (Å):
1 N -0.5793 0.6884 -3.1188  -1.360
2 P -1.2929 1.3763 -4.3179  1.055
3 S -2.5239 3.1226 -3.7976  2.046
4 O -2.5710 3.9228 -4.9982  -0.960
5 O -1.7834 3.6310 -2.6692  -0.956
6 N -3.9914 2.7335 -3.2929  -1.204
7 S -4.8114 1.5389 -3.8713  2.159
8 O -6.1893 1.7011 -3.5004  -0.936
9 O -4.5252 1.2315 -5.2511  -0.958
10 I -4.1316 -0.4336 -2.5699  -0.189
11 H -0.7987 1.1117 -2.2248  0.412
12 H -2.1058 0.5410 -5.0966  -0.037
13 H -0.4450 1.9461 -5.2890  -0.067
14 C 0.9475 -2.1764 0.3881  -0.641
15 C -0.5141 -1.9638 0.0275  -0.052
16 O -0.7073 -0.8695 -0.8439  -0.729
17 H 1.3590 -1.2769 0.8395  0.231
18 H 1.0646 -3.0031 1.0928  0.198
19 H 1.5299 -2.4045 -0.5092  0.191
20 H -1.0918 -1.7341 0.9246  0.163
21 H -0.9313 -2.8800 -0.4123  0.143
22 H -0.2451 -1.0043 -1.6807  0.490
23 C -7.8583 2.3241 -7.4572  -0.635
24 C -7.2574 1.0072 -7.9031  -0.063
25 O -7.9403 0.4653 -9.0416  -0.730
26 H -8.9136 2.1906 -7.2150  0.202
27 H -7.3402 2.7053 -6.5768  0.236
28 H -7.7888 3.0730 -8.2515  0.185
29 H -7.3455 0.2645 -7.1131  0.185
30 H -6.1951 1.1248 -8.1331  0.165
31 H -7.8535 1.1028 -9.7557  0.452
32 C 5.2783 -0.8336 2.8420  -0.631
33 C 4.1302 -0.6018 1.8785  -0.063
34 O 2.8689 -0.5906 2.5385  -0.726
35 H 5.1494 -1.7736 3.3778  0.214
36 H 6.2338 -0.8675 2.3169  0.212
37 H 5.3247 -0.0310 3.5833  0.193
38 H 4.0699 -1.4071 1.1471  0.179
39 H 4.2742 0.3370 1.3328  0.157
40 H 2.8759 0.1222 3.1863  0.465
41 C -0.6320 1.0636 4.1923  -0.635
42 C 0.2304 0.1186 5.0052  -0.067
43 O 1.1947 0.8112 5.8007  -0.729
44 H -0.0122 1.6849 3.5458  0.217
45 H -1.3349 0.5129 3.5668  0.224
46 H -1.2054 1.7255 4.8467  0.192
47 H 0.8056 -0.5316 4.3465  0.188
48 H -0.3927 -0.5178 5.6431  0.151
49 H 0.7189 1.3938 6.3995  0.458
50 C 6.3606 -1.9820 6.7755  -0.635
51 C 7.3884 -2.8485 6.0723  -0.060
52 O 7.7928 -2.3022 4.8221  -0.717
53 H 5.4837 -1.8418 6.1434  0.220
54 H 6.0443 -2.4362 7.7156  0.211
55 H 6.7744 -0.9955 6.9987  0.196
56 H 6.9695 -3.8269 5.8399  0.177
57 H 8.2611 -3.0025 6.7174  0.150
58 H 8.1778 -1.4359 4.9837  0.459

Values from the calculation:
Electronic energy, hartree: -2622.867613
Multiplicity: 1
Max |F|, eV/A: 1.1
Charge: -1